214
Properties=species:S:1:pos:R:3 method="wB97M-V/def2-TZVPD" homo_ha=-0.3330 energy_ha=-3643.87208 max_force_ev_per_a=2.1 total_charge=0
C 5.49 2.43 1.64
C 5.27 3.59 0.67
C 4.27 4.59 1.22
O 4.75 5.15 2.42
C 4.10 6.35 2.80
N 6.53 4.30 0.40
H 6.32 1.80 1.33
H 4.61 1.80 1.76
H 5.69 2.85 2.63
H 4.77 3.22 -0.24
H 3.25 4.20 1.31
H 4.19 5.39 0.47
H 4.08 7.08 1.97
H 4.69 6.80 3.59
H 3.06 6.14 3.08
H 6.61 5.06 1.07
H 7.31 3.69 0.62
C -4.65 -2.63 3.86
C -3.52 -2.67 2.86
C -3.42 -3.96 2.08
O -2.10 -4.21 1.65
C -2.01 -5.35 0.83
N -3.67 -1.57 1.88
H -5.62 -2.81 3.38
H -4.65 -1.65 4.34
H -4.51 -3.38 4.64
H -2.57 -2.52 3.39
H -4.12 -3.95 1.23
H -3.73 -4.80 2.73
H -2.40 -5.19 -0.18
H -2.58 -6.20 1.25
H -0.96 -5.61 0.75
H -2.89 -1.58 1.22
H -3.45 -0.69 2.36
C 0.49 -6.07 3.88
C 0.45 -4.64 4.42
C 0.85 -3.66 3.33
O 2.15 -3.93 2.88
C 2.62 -2.88 2.06
N -0.93 -4.37 4.89
H 0.03 -6.72 4.63
H 1.51 -6.41 3.70
H -0.13 -6.20 2.99
H 1.16 -4.55 5.25
H 0.71 -2.61 3.65
H 0.14 -3.77 2.49
H 2.59 -1.93 2.61
H 2.01 -2.82 1.16
H 3.66 -3.03 1.78
H -0.91 -3.50 5.42
H -1.46 -4.10 4.06
C 4.12 0.20 -5.68
C 4.40 1.48 -4.90
C 4.12 1.44 -3.40
O 4.22 2.69 -2.77
C 3.34 3.70 -3.22
N 5.82 1.82 -5.15
H 3.13 -0.23 -5.52
H 4.80 -0.62 -5.40
H 4.30 0.42 -6.73
H 3.82 2.26 -5.39
H 4.90 0.83 -2.93
H 3.18 0.91 -3.16
H 3.51 3.94 -4.27
H 3.48 4.63 -2.65
H 2.29 3.44 -3.07
H 6.37 1.04 -4.80
H 6.08 2.58 -4.52
C 0.85 4.64 3.51
C 0.07 5.57 2.60
C -0.28 4.87 1.29
O 0.88 4.58 0.56
C 0.65 3.70 -0.51
N -1.11 6.12 3.27
H 1.24 5.06 4.44
H 1.76 4.26 3.05
H 0.21 3.82 3.87
H 0.79 6.38 2.44
H -0.99 5.50 0.74
H -0.79 3.93 1.54
H 1.57 3.63 -1.07
H -0.12 4.07 -1.19
H 0.34 2.70 -0.17
H -1.69 5.32 3.54
H -1.72 6.54 2.57
C -3.33 2.09 5.96
C -2.68 2.52 4.67
C -2.84 1.52 3.56
O -2.25 0.28 3.84
C -0.89 0.22 3.45
N -3.20 3.82 4.17
H -4.42 2.00 5.94
H -3.09 2.80 6.77
H -2.91 1.16 6.35
H -1.60 2.68 4.82
H -2.41 1.97 2.64
H -3.90 1.34 3.34
H -0.80 0.34 2.37
H -0.48 -0.73 3.79
H -0.29 0.97 3.97
H -3.16 4.46 4.98
H -4.22 3.72 4.15
C -4.04 3.55 -0.76
C -3.98 2.07 -1.10
C -5.08 1.28 -0.41
O -6.34 1.73 -0.80
C -7.37 1.13 -0.07
N -4.00 1.90 -2.57
H -3.18 4.10 -1.14
H -4.09 3.70 0.32
H -4.95 4.01 -1.16
H -3.07 1.64 -0.67
H -4.92 1.32 0.67
H -4.95 0.21 -0.67
H -8.34 1.53 -0.38
H -7.28 1.37 1.00
H -7.40 0.04 -0.18
H -4.65 2.59 -2.94
H -4.49 1.03 -2.78
C 0.11 -2.54 -1.30
C -0.37 -1.38 -0.44
C 0.60 -0.21 -0.42
O 1.84 -0.66 0.07
C 2.68 0.40 0.46
N -1.71 -0.89 -0.83
H -0.69 -3.28 -1.34
H 0.96 -3.01 -0.79
H 0.57 -2.23 -2.24
H -0.44 -1.77 0.59
H 0.19 0.62 0.17
H 0.72 0.10 -1.48
H 3.62 -0.04 0.81
H 2.21 1.02 1.23
H 2.93 1.03 -0.41
H -1.66 -0.51 -1.80
H -2.27 -1.73 -0.99
C -4.27 -5.71 -5.67
C -2.97 -5.27 -5.01
C -2.29 -4.15 -5.77
O -1.09 -3.86 -5.11
C -0.47 -2.71 -5.57
N -3.18 -4.96 -3.61
H -4.08 -6.06 -6.68
H -4.96 -4.86 -5.74
H -4.73 -6.49 -5.07
H -2.28 -6.13 -5.09
H -2.92 -3.25 -5.85
H -2.12 -4.40 -6.84
H -0.37 -2.68 -6.67
H 0.54 -2.61 -5.16
H -1.08 -1.81 -5.36
H -3.91 -4.26 -3.50
H -2.35 -4.50 -3.24
C 2.32 1.62 4.70
C 3.83 1.61 4.94
C 4.37 2.98 5.27
O 3.63 3.58 6.31
C 4.19 4.80 6.72
N 4.22 0.70 6.02
H 1.91 0.62 4.55
H 2.14 2.14 3.74
H 1.74 2.17 5.44
H 4.31 1.31 4.01
H 4.31 3.62 4.37
H 5.44 2.87 5.47
H 3.54 5.24 7.47
H 4.27 5.49 5.87
H 5.18 4.66 7.17
H 4.02 1.16 6.91
H 3.63 -0.12 6.06
C 0.36 0.95 -5.10
C -0.57 1.52 -4.05
C -1.23 2.81 -4.47
O -0.20 3.75 -4.75
C -0.68 5.05 -4.95
N -1.56 0.49 -3.65
H 0.49 -0.13 -5.01
H 1.35 1.40 -5.10
H -0.14 1.09 -6.07
H -0.01 1.72 -3.13
H -1.84 3.17 -3.64
H -1.88 2.65 -5.35
H -0.11 5.52 -5.75
H -0.58 5.65 -4.04
H -1.72 5.08 -5.30
H -2.37 0.97 -3.23
H -1.95 0.12 -4.52
C 4.04 -3.52 -1.71
C 4.60 -2.44 -2.61
O 5.88 -2.84 -3.13
H 4.73 -3.66 -0.87
H 4.00 -4.50 -2.19
H 3.09 -3.25 -1.25
H 4.62 -1.44 -2.17
H 3.98 -2.36 -3.52
H 5.92 -3.80 -3.09
C -0.01 -6.07 -2.42
C 1.08 -6.68 -3.29
O 0.79 -8.05 -3.47
H 0.17 -5.00 -2.30
H 0.00 -6.51 -1.43
H -0.95 -6.19 -2.97
H 2.06 -6.49 -2.83
H 1.11 -6.14 -4.24
H 1.39 -8.45 -4.11
C -5.81 -4.27 -1.17
C -5.26 -2.86 -1.30
O -4.92 -2.50 -2.64
H -5.61 -4.64 -0.16
H -5.31 -4.91 -1.89
H -6.89 -4.32 -1.34
H -4.40 -2.73 -0.63
H -5.97 -2.14 -0.87
H -5.47 -1.77 -2.93

220
Properties=species:S:1:pos:R:3 method="wB97M-V/def2-TZVPD" homo_ha=-0.3257 energy_ha=-3918.22473 max_force_ev_per_a=3.1 total_charge=0
C -1.73 -4.29 0.34
C -2.77 -5.37 0.24
C -3.71 -5.07 -0.88
O -4.80 -5.96 -0.85
C -5.61 -6.01 0.27
N -2.23 -6.75 0.15
H -1.12 -4.20 -0.57
H -1.15 -4.34 1.25
H -2.26 -3.36 0.45
H -3.27 -5.32 1.27
H -3.19 -5.19 -1.82
H -4.03 -4.00 -0.75
H -5.19 -6.53 1.19
H -6.64 -6.41 0.17
H -5.84 -5.01 0.63
H -1.40 -6.86 -0.43
H -2.87 -7.43 -0.24
C -3.42 -0.34 -0.34
C -4.82 -0.61 0.21
C -4.76 -1.66 1.33
O -6.06 -1.89 1.81
C -6.16 -2.89 2.87
N -5.45 0.64 0.73
H -3.07 -1.14 -0.90
H -2.71 -0.23 0.48
H -3.40 0.57 -0.94
H -5.46 -1.05 -0.63
H -4.22 -1.27 2.16
H -4.20 -2.56 1.08
H -7.21 -3.23 2.97
H -5.74 -2.40 3.81
H -5.49 -3.75 2.61
H -6.45 0.43 0.89
H -5.44 1.30 -0.07
C 2.50 6.01 -4.15
C 3.40 5.49 -3.08
C 2.60 4.99 -1.90
O 3.48 4.58 -0.86
C 3.99 5.64 -0.07
N 4.31 4.47 -3.55
H 2.04 6.94 -3.97
H 1.67 5.28 -4.27
H 2.92 6.05 -5.14
H 3.96 6.39 -2.71
H 1.99 4.12 -2.20
H 1.94 5.75 -1.46
H 4.64 5.14 0.62
H 3.18 6.16 0.53
H 4.45 6.45 -0.71
H 3.85 4.01 -4.38
H 4.42 3.72 -2.85
C -1.47 -4.26 4.47
C -1.48 -2.78 4.87
C -1.02 -1.97 3.72
O 0.18 -2.36 3.09
C 1.33 -1.99 3.90
N -2.75 -2.21 5.19
H -0.49 -4.69 4.23
H -2.06 -4.52 3.61
H -1.89 -4.87 5.26
H -0.85 -2.61 5.73
H -0.94 -0.91 3.97
H -1.84 -2.01 2.99
H 1.28 -0.89 3.98
H 2.24 -2.29 3.38
H 1.32 -2.44 4.93
H -3.11 -2.70 6.03
H -3.45 -2.28 4.46
C 3.10 -7.78 -3.20
C 3.67 -6.85 -2.11
C 2.71 -6.92 -0.88
O 2.99 -5.79 0.02
C 1.99 -5.58 0.95
N 5.05 -7.27 -1.77
H 3.70 -7.74 -4.12
H 2.04 -7.71 -3.45
H 3.21 -8.86 -2.90
H 3.73 -5.80 -2.44
H 2.75 -7.87 -0.31
H 1.70 -6.76 -1.33
H 1.68 -4.54 1.06
H 2.33 -5.94 1.98
H 1.12 -6.21 0.81
H 5.38 -6.61 -1.03
H 5.07 -8.18 -1.38
C -2.47 2.82 5.02
C -1.61 4.01 4.64
C -1.57 4.96 5.84
O -2.88 5.13 6.28
C -2.82 5.81 7.53
N -0.24 3.71 4.24
H -3.52 3.01 4.96
H -2.27 2.46 6.01
H -2.17 2.04 4.28
H -2.08 4.45 3.84
H -1.12 5.92 5.67
H -0.93 4.52 6.64
H -3.78 5.80 8.03
H -2.56 6.91 7.35
H -2.11 5.46 8.25
H 0.21 3.19 5.00
H -0.22 3.25 3.36
C -1.70 -6.03 -5.24
C -0.62 -5.07 -5.88
C 0.62 -5.23 -5.02
O 0.21 -5.11 -3.70
C 0.87 -4.11 -2.89
N -0.29 -5.25 -7.30
H -1.35 -7.07 -5.30
H -2.66 -6.04 -5.80
H -1.84 -5.70 -4.19
H -1.01 -4.04 -5.78
H 1.40 -4.51 -5.31
H 1.11 -6.26 -5.22
H 0.98 -3.14 -3.45
H 1.88 -4.35 -2.53
H 0.28 -3.90 -1.99
H 0.05 -6.18 -7.57
H -1.19 -5.14 -7.74
C -1.57 4.34 -3.24
C -2.82 3.86 -3.96
C -2.87 2.35 -3.56
O -1.73 1.84 -4.13
C -1.38 0.52 -3.63
N -4.06 4.55 -3.53
H -1.48 5.45 -3.34
H -0.69 4.06 -3.77
H -1.58 4.04 -2.15
H -2.70 3.84 -5.11
H -3.83 1.93 -3.88
H -3.07 2.23 -2.44
H -0.98 -0.07 -4.51
H -2.31 0.00 -3.33
H -0.63 0.48 -2.86
H -4.53 4.98 -4.33
H -4.70 3.92 -3.08
C -0.46 5.56 0.98
C -0.68 7.01 1.44
C -1.69 7.10 2.61
O -2.93 6.51 2.19
C -4.05 6.50 3.09
N 0.62 7.53 1.81
H -0.35 4.85 1.76
H 0.37 5.53 0.31
H -1.36 5.20 0.47
H -1.07 7.61 0.61
H -1.85 8.14 2.73
H -1.41 6.52 3.50
H -3.90 5.80 3.90
H -4.95 6.33 2.48
H -4.08 7.47 3.60
H 0.41 8.48 2.13
H 1.16 7.05 2.51
C 4.01 1.17 -2.00
C 2.85 0.28 -2.59
C 2.48 0.89 -3.95
O 1.35 0.17 -4.36
C 1.22 0.31 -5.75
N 3.25 -1.09 -2.82
H 3.68 2.02 -1.47
H 4.65 1.34 -2.87
H 4.59 0.65 -1.27
H 2.01 0.32 -1.90
H 3.26 0.63 -4.65
H 2.21 1.93 -4.09
H 2.18 0.01 -6.30
H 1.04 1.33 -6.02
H 0.32 -0.35 -6.11
H 2.74 -1.42 -3.66
H 4.28 -1.08 -2.95
C 4.34 -0.50 4.49
C 4.45 -0.06 2.97
C 5.92 0.37 2.66
O 6.07 1.00 1.41
C 7.40 1.35 1.06
N 3.95 -1.10 2.08
H 5.03 -1.30 4.69
H 3.32 -0.86 4.59
H 4.53 0.40 5.09
H 3.80 0.87 2.90
H 6.58 -0.50 2.69
H 6.25 1.00 3.48
H 7.31 2.19 0.37
H 7.91 0.43 0.68
H 7.98 1.70 1.94
H 4.75 -1.47 1.57
H 3.22 -0.73 1.49
C 0.81 2.43 -0.17
C -0.18 1.40 0.32
C 0.55 0.41 1.09
O 1.34 -0.41 0.26
C 0.66 -1.48 -0.32
N -1.14 2.08 1.21
H 1.65 2.07 -0.79
H 1.18 3.09 0.63
H 0.40 3.14 -0.90
H -0.67 0.94 -0.51
H -0.06 -0.17 1.76
H 1.27 0.94 1.77
H 1.32 -1.83 -1.16
H -0.36 -1.24 -0.74
H 0.43 -2.29 0.41
H -1.77 1.36 1.71
H -1.81 2.72 0.67
C 5.48 -3.05 -0.85
O 6.23 -4.00 -0.94
N 4.18 -3.12 -0.71
N 5.99 -1.76 -1.07
H 3.87 -3.98 -0.43
H 3.55 -2.48 -1.09
H 6.97 -1.80 -1.05
H 5.60 -1.05 -0.47
C -4.33 3.90 -0.21
O -4.97 3.18 -0.92
N -3.67 4.99 -0.73
N -4.00 3.59 1.09
H -3.47 5.66 -0.03
H -3.99 5.25 -1.70
H -3.72 4.28 1.74
H -4.33 2.71 1.38